[1]
The following is a DFT calculation (wB97M-V/def2-TZVPD) of an isolated molecule of C5H11NO.

The total energy is -8901.053 eV. The SMILES is CCCNC(C)=O. The molecular weight is 101.15 g/mol. The calculation puts the HOMO-LUMO gap at 10.5338 eV. For the relative energy (zero: lowest compared OMol25 entry of this formula, charge and spin), the calculation gives 0.6443 eV. The calculation puts the HOMO energy at -9.627 eV.

ORCA input file:
```
! wB97M-V def2-TZVPD RIJCOSX def2/J DEFGRID3
* xyz 0 1
C 0.07144 2.79521 0.50082
C 0.40116 1.78633 -0.61419
C 1.03019 0.52390 -0.02502
N 0.03650 -0.28622 0.69044
C -0.43865 -1.47673 0.17417
C -0.09660 -1.90161 -1.23577
O -1.17167 -2.18602 0.83280
H 0.89703 2.85314 1.20893
H -0.83934 2.56804 1.05345
H -0.06950 3.79398 0.08318
H 1.07601 2.29944 -1.29863
H -0.51817 1.50513 -1.11518
H 1.82711 0.76771 0.66745
H 1.44729 -0.07049 -0.84102
H -0.65884 0.32897 1.08892
H 0.13511 -1.14426 -1.97713
H 0.73068 -2.61024 -1.27024
H -0.98517 -2.42782 -1.57049
*
```

Here are the Löwdin charges for atoms 1 to 8, given in e: number 1, C, carries -0.1124; number 2, C, carries -0.2350; number 3, C, carries -0.2177; number 4, N, carries 0.0572; number 5, C, carries -0.5231; number 6, C, carries -0.0122; number 7, O, carries 0.0518; number 8, H, carries 0.0726

***

[2]
The following is a DFT calculation (wB97M-V/def2-TZVPD) of C11H24CaO13SrV2 as an isolated structure.

The total energy is -109048.308 eV. The molecular weight is 593.89 g/mol. The calculation puts the HOMO-LUMO gap at 3.6010 eV. The calculation puts the HOMO energy at -14.311 eV.

ORCA input file:
```
! wB97M-V def2-TZVPD RIJCOSX def2/J DEFGRID3
* xyz 2 1
O -16.74301 35.13224 21.30629
V -15.49291 36.13143 21.17412
O -16.04139 37.51141 20.57948
O -13.41495 39.59991 24.19848
V -13.62812 39.31631 22.66463
O -15.09336 39.82202 22.28272
Sr -10.83028 36.06641 22.21373
Ca -13.40284 33.44740 22.72835
C -13.98419 36.08656 23.51790
O -14.15108 37.21294 22.97973
O -14.88873 35.22848 23.29373
O -12.83914 35.52963 23.73428
C -11.74330 38.47187 20.67420
O -11.08285 37.66232 19.95262
O -12.82853 38.94624 20.20540
O -11.68440 38.44368 21.93858
C -18.49335 35.23969 24.22137
C -17.87097 34.80750 25.50053
C -18.62974 33.66016 26.17780
O -16.54630 34.28603 25.28494
H -18.56936 34.42577 23.49330
H -17.99958 36.09346 23.74934
H -19.54689 35.52175 24.30042
H -17.82525 35.55236 26.30208
H -19.62029 33.94482 26.52575
H -18.01405 33.18438 26.93754
H -18.82715 32.88347 25.42806
H -15.99737 34.78026 24.66854
C -14.02693 35.36175 28.69897
C -13.98325 35.77514 27.23926
C -13.99263 37.29423 27.04903
O -12.77257 35.23165 26.69488
H -14.60637 34.44085 28.81812
H -14.61697 36.05090 29.30860
H -13.06835 35.23657 29.19597
H -14.86060 35.34412 26.75239
H -13.21778 37.85246 27.58244
H -14.93357 37.72743 27.38608
H -13.74334 37.55308 26.01133
H -12.58634 35.47974 25.78934
C -14.92394 31.59370 26.81680
C -13.93508 31.91838 25.69614
C -13.08788 30.76645 25.23026
O -14.60251 32.47870 24.54925
H -15.39750 32.51079 27.16100
H -14.41006 31.16006 27.67547
H -15.64755 30.83593 26.51197
H -13.31440 32.72717 26.10703
H -12.16123 30.93996 24.65837
H -13.63622 30.02379 24.64360
H -12.68539 30.21297 26.08222
H -15.33935 33.09457 24.78606
*
```

Here are the Löwdin charges for atoms 1 to 8, given in e: number 1, O, carries -0.2307; number 2, V, carries 1.1074; number 3, O, carries -0.1451; number 4, O, carries -0.2700; number 5, V, carries 1.0336; number 6, O, carries -0.2697; number 7, Sr, carries 1.7512; number 8, Ca, carries 1.6848

***

[3]
The following is a DFT calculation (wB97M-V/def2-TZVPD) of a 2-piece molecular cluster, C4H6N2O overall.

The total energy is -9266.913 eV. The molecular weight is 98.10 g/mol. The calculation puts the HOMO-LUMO gap at 9.2866 eV. For the relative energy (zero: lowest compared OMol25 entry of this formula, charge and spin), the calculation gives 6.5885 eV. The calculation puts the HOMO energy at -9.026 eV.

ORCA input file:
```
! wB97M-V def2-TZVPD RIJCOSX def2/J DEFGRID3
* xyz 0 1
C -1.80633 0.40456 0.45550
O -1.66170 0.16653 -0.95562
C -0.51693 0.51578 -1.49466
N 0.43077 1.15612 -1.06263
N 1.61524 1.47580 -0.82381
C 1.84106 -1.36368 0.26582
C 1.28478 -2.29626 0.78634
H -2.80079 0.04479 0.72133
H -1.03494 -0.14523 1.00294
H -1.72588 1.47817 0.65724
H 1.71100 2.48515 -0.97728
H 2.30293 -0.50110 -0.18135
H 0.81056 -3.13695 1.24242
*
```

Here are the Löwdin charges for atoms 1 to 8, given in e: number 1, C, carries -0.0506; number 2, O, carries -0.0990; number 3, C, carries -0.1312; number 4, N, carries -0.0899; number 5, N, carries 0.0606; number 6, C, carries -0.0207; number 7, C, carries -0.0085; number 8, H, carries 0.0928

***

[4]
The following is a DFT calculation (wB97M-V/def2-TZVPD) of a 3-piece molecular cluster, C4H12O2 overall.

The total energy is -8436.990 eV. The SMILES is C=C(C)C.O.O. The molecular weight is 92.14 g/mol. The calculation puts the HOMO-LUMO gap at 10.4176 eV. For the relative energy (zero: lowest compared OMol25 entry of this formula, charge and spin), the calculation gives 0.5242 eV. The calculation puts the HOMO energy at -9.711 eV.

ORCA input file:
```
! wB97M-V def2-TZVPD RIJCOSX def2/J DEFGRID3
* xyz 0 1
C 0.80363 -1.49478 0.53057
C 0.13076 -0.95979 -0.48942
C -0.56934 0.35600 -0.37752
C 0.27435 -1.55151 -1.87303
H 1.42222 -2.36647 0.44591
H 0.72127 -1.02799 1.49751
H -0.49037 0.72605 0.64228
H -1.63459 0.30593 -0.60771
H -0.18091 1.12129 -1.05152
H 0.85193 -2.46969 -1.84271
H 0.73849 -0.85309 -2.55198
H -0.70803 -1.72223 -2.33166
O 1.72967 6.10190 3.44909
H 2.45712 6.61610 3.08131
H 1.37270 5.62679 2.68510
O -2.62292 -2.84258 -0.18410
H -1.78788 -2.43027 0.07051
H -2.50810 -3.13566 -1.09263
*
```

Here are the Löwdin charges for atoms 1 to 8, given in e: number 1, C, carries 0.0372; number 2, C, carries -0.4459; number 3, C, carries -0.0735; number 4, C, carries -0.0728; number 5, H, carries 0.0596; number 6, H, carries 0.0599; number 7, H, carries 0.0742; number 8, H, carries 0.0806

***

[5]
The following is a DFT calculation (wB97M-V/def2-TZVPD) of an isolated molecule of C19H24N4.

The total energy is -26048.562 eV. The SMILES is C/C(=C\N=N\c1nc(C)cc(C)n1)Cc1ccc(C(C)C)cc1. The molecular weight is 308.43 g/mol. The calculation puts the HOMO-LUMO gap at 8.0576 eV. For the relative energy (zero: lowest compared OMol25 entry of this formula, charge and spin), the calculation gives 5.1030 eV. The calculation puts the HOMO energy at -8.389 eV.

ORCA input file:
```
! wB97M-V def2-TZVPD RIJCOSX def2/J DEFGRID3
* xyz 0 1
C -1.28439 1.35380 -2.03033
C -1.13266 -0.01227 -1.38398
C 0.08962 -0.80914 -1.43609
N 1.27076 -0.53231 -2.01255
N 2.07711 -1.48548 -2.31647
C 3.43596 -1.13181 -2.57830
N 4.32037 -1.64956 -1.69183
C 5.61930 -1.73262 -1.99685
C 6.62359 -2.45819 -1.19754
C 6.06497 -1.15808 -3.17084
C 5.14805 -0.57704 -4.03857
C 5.49456 0.13211 -5.25633
N 3.80073 -0.71964 -3.73200
C -2.46867 -0.62258 -0.83378
C -2.97426 -0.02577 0.47771
C -2.13045 0.19787 1.48458
C -2.59206 0.62823 2.66699
C -3.89315 0.84563 2.99363
C -4.40825 1.23545 4.34635
C -3.74234 0.21263 5.35647
C -3.82055 2.65303 4.50747
C -4.82066 0.75412 1.96044
C -4.40089 0.29471 0.69091
H -0.53874 1.58672 -2.80154
H -2.29823 1.55930 -2.38157
H -1.26745 1.95135 -1.25790
H -0.00812 -1.79531 -1.02773
H 7.20545 -3.17368 -1.74261
H 7.31787 -1.68852 -0.73728
H 6.08385 -2.91138 -0.32001
H 7.02568 -1.18971 -3.48760
H 5.80694 1.18707 -5.07524
H 6.25616 -0.36367 -5.71897
H 4.52819 0.05393 -5.84139
H -3.20883 -0.57419 -1.63153
H -2.26055 -1.60455 -0.59135
H -1.08445 -0.05836 1.36921
H -1.94775 0.64875 3.56860
H -5.46253 1.13165 4.35585
H -3.66219 -0.80278 4.99968
H -2.72306 0.44680 5.59148
H -4.27560 0.08753 6.29319
H -3.87484 3.18605 3.57585
H -2.73831 2.47075 4.81579
H -4.21005 3.16283 5.42638
H -5.86157 0.99178 1.97691
H -5.07856 0.30455 -0.16731
*
```

Here are the Löwdin charges for atoms 1 to 8, given in e: number 1, C, carries -0.0366; number 2, C, carries -0.1475; number 3, C, carries -0.1128; number 4, N, carries 0.0159; number 5, N, carries 0.0934; number 6, C, carries -0.4135; number 7, N, carries 0.1638; number 8, C, carries -0.3370

***

[6]
The following is a DFT calculation (wB97M-V/def2-TZVPD) of C3H3LiO2Tb as an isolated structure.

The total energy is -29856.329 eV. The expectation value of S² is 12.9127. The molecular weight is 236.92 g/mol. The calculation puts the HOMO-LUMO gap (alpha / beta) at 10.1012 / 5.5195 eV. For the relative energy (zero: lowest compared OMol25 entry of this formula, charge and spin), the calculation gives 4.0066 eV. The calculation puts the HOMO energy (alpha / beta) at -24.937 / -20.949 eV.

ORCA input file:
```
! wB97M-V def2-TZVPD RIJCOSX def2/J DEFGRID3
* xyz 3 7
O 0.32779 1.60813 -1.28288
C 0.84087 0.76973 -0.67084
C 1.36201 -0.58301 -0.38674
H 1.37991 -0.73536 0.69235
H 0.68795 -1.34194 -0.78844
H 2.34294 -0.71515 -0.83229
O -2.11807 -0.80138 1.20688
C -2.50613 -1.82134 0.91217
Tb -0.94098 1.28121 1.68887
Li -1.37631 2.33911 -0.53907
*
```

Here are the Löwdin charges for atoms 1 to 8, given in e: number 1, O, carries 0.0873; number 2, C, carries -0.2056; number 3, C, carries 0.0361; number 4, H, carries 0.0947; number 5, H, carries 0.1415; number 6, H, carries 0.1479; number 7, O, carries -0.1655; number 8, C, carries 0.2230